{"formula": "C31H36BrF6KN8O6S2Se", "method": "ωB97M-V/def2-TZVPD", "elements": ["K", "O", "C", "C", "C", "C", "C", "C", "C", "O", "N", "N", "C", "C", "Br", "C", "C", "C", "C", "C", "C", "C", "H", "H", "H", "H", "H", "H", "H", "H", "H", "H", "H", "H", "H", "H", "C", "N", "C", "C", "N", "N", "C", "N", "N", "H", "H", "H", "H", "H", "H", "H", "H", "H", "H", "H", "F", "C", "F", "F", "S", "O", "O", "N", "S", "O", "O", "C", "F", "F", "F", "C", "C", "C", "C", "C", "C", "Se", "C", "C", "C", "H", "H", "H", "H", "H", "H", "H", "H", "H", "H", "H"], "xyz": [[0.982, 0.228, 0.404], [2.546, 2.790, 4.919], [2.367, 3.977, 4.261], [2.796, 5.178, 4.815], [2.610, 6.369, 4.124], [2.003, 6.355, 2.878], [1.588, 5.144, 2.334], [1.749, 3.948, 3.011], [1.276, 2.646, 2.342], [0.934, 2.771, 1.079], [0.093, 2.195, 3.205], [-0.228, 0.916, 3.043], [-1.456, 0.554, 3.128], [-1.865, -0.826, 2.946], [-0.507, -2.036, 2.397], [-3.113, -1.301, 3.041], [-4.296, -0.538, 3.476], [-5.496, -0.682, 2.775], [-6.636, 0.006, 3.159], [-6.605, 0.849, 4.262], [-5.424, 0.989, 4.978], [-4.284, 0.300, 4.593], [3.086, 2.948, 5.699], [3.279, 5.177, 5.789], [2.950, 7.301, 4.562], [1.866, 7.279, 2.328], [1.138, 5.065, 1.350], [2.039, 1.870, 2.573], [-0.691, 2.833, 3.049], [-2.250, 1.287, 3.277], [-3.295, -2.323, 2.731], [-5.519, -1.322, 1.902], [-7.548, -0.107, 2.587], [-7.493, 1.393, 4.560], [-5.388, 1.638, 5.845], [-3.372, 0.398, 5.168], [-0.738, -4.387, -0.920], [-1.325, -3.100, -1.231], [-2.681, -2.932, -0.769], [-0.923, -2.380, -2.327], [-1.657, -1.692, -3.118], [0.452, -2.404, -2.631], [1.486, -2.179, -1.710], [2.587, -1.565, -2.301], [1.415, -2.571, -0.500], [-1.426, -5.191, -1.221], [-0.538, -4.463, 0.149], [0.205, -4.511, -1.440], [-3.406, -3.492, -1.382], [-2.956, -1.880, -0.764], [-2.738, -3.304, 0.255], [-2.644, -1.787, -2.904], [0.587, -1.919, -3.506], [2.332, -0.765, -2.866], [3.290, -1.316, -1.603], [2.265, -2.299, -0.004], [-2.025, 3.270, -0.115], [-3.043, 2.523, -0.512], [-3.857, 3.276, -1.267], [-3.734, 2.137, 0.573], [-2.485, 1.024, -1.428], [-1.612, 0.356, -0.502], [-3.725, 0.381, -1.769], [-1.808, 1.664, -2.688], [-0.314, 1.517, -3.152], [0.553, 0.777, -2.270], [-0.224, 1.261, -4.559], [0.277, 3.256, -3.001], [-0.477, 4.080, -3.747], [0.255, 3.678, -1.749], [1.536, 3.333, -3.459], [2.848, -5.913, 4.091], [3.240, -4.685, 3.312], [3.854, -4.776, 2.073], [4.203, -3.647, 1.334], [4.861, -3.835, -0.004], [3.932, -2.362, 1.837], [4.346, -0.791, 0.820], [3.324, -2.260, 3.107], [3.013, -0.924, 3.719], [2.991, -3.412, 3.811], [3.094, -6.821, 3.537], [1.775, -5.928, 4.297], [3.364, -5.961, 5.055], [4.062, -5.758, 1.655], [5.103, -4.888, -0.168], [5.768, -3.233, -0.076], [4.210, -3.502, -0.816], [2.211, -0.412, 3.183], [3.879, -0.262, 3.672], [2.693, -1.040, 4.757], [2.509, -3.306, 4.780]], "charge": -2, "homo_lumo_gap_ev": 5.8356, "e_lumo_ha": 0.1442, "relative_energy_kcal_mol": 22.8}